Molecular formula: C4H8O2
Method: DFT, the ωB97M-V functional and the def2-TZVPD basis

Properties
F_max: 4.7 eV/Å
Gap between HOMO and LUMO (spin up / spin down): 8.80 / 8.23 eV
Net charge: 0
Calculated total energy: -8366.477 eV
ΔE to the lowest compared entry with this formula, charge and spin: 6.805 eV

```
14
Properties=species:S:1:pos:R:3:lowdin_charge:R:1
C 0.09142 1.40653 -0.66939 -0.04
C -1.22121 0.98613 -0.04287 -0.35
C -0.37697 0.00873 -0.72181 -0.30
C 0.91800 -1.63910 1.39919 0.11
O -2.44282 1.31558 -0.58542 -0.02
O -0.70787 -0.69648 -1.79820 0.05
H -0.05994 1.87733 -1.57157 0.07
H 0.99311 1.82609 -0.10979 0.13
H -1.39641 1.15518 1.02282 0.15
H 1.95352 -1.34437 1.45669 -0.01
H 0.71394 -2.43307 0.86034 -0.08
H 0.21677 -1.11324 2.02040 -0.01
H -2.57199 0.70171 -1.39761 0.14
H -0.28357 -0.14399 -2.53250 0.15
```